[1]
{
  "formula": "C23H29N3O6S",
  "method": "ωB97M-V/def2-TZVPD",
  "symbols": ["C", "C", "O", "C", "C", "C", "N", "C", "C", "O", "O", "C", "C", "O", "N", "C", "C", "N", "S", "O", "O", "C", "C", "C", "C", "C", "C", "C", "C", "C", "C", "C", "C", "H", "H", "H", "H", "H", "H", "H", "H", "H", "H", "H", "H", "H", "H", "H", "H", "H", "H", "H", "H", "H", "H", "H", "H", "H", "H", "H", "H", "H"],
  "xyz": [[-3.73, 4.13, 1.80], [-2.52, 3.94, 0.92], [-2.39, 4.58, -0.11], [-1.52, 2.96, 1.34], [-0.37, 2.70, 0.56], [0.05, 3.29, -0.73], [0.36, 1.79, 1.19], [-0.28, 1.38, 2.34], [0.27, 0.31, 3.14], [-0.24, -0.24, 4.09], [1.49, -0.06, 2.65], [2.16, -1.15, 3.27], [2.74, -2.05, 2.18], [3.94, -2.11, 2.00], [1.86, -2.78, 1.46], [0.43, -2.84, 1.67], [-0.26, -3.18, 0.34], [0.41, -2.54, -0.77], [0.25, -0.86, -0.79], [1.49, -0.22, -0.43], [-0.91, -0.52, -0.02], [-0.04, -0.51, -2.52], [0.89, 0.28, -3.17], [0.69, 0.63, -4.49], [-0.44, 0.19, -5.17], [-0.69, 0.59, -6.59], [-1.35, -0.61, -4.49], [-1.18, -0.98, -3.17], [-2.17, -1.84, -2.46], [1.77, -3.02, -0.96], [2.35, -3.57, 0.35], [-1.45, 2.10, 2.47], [-2.40, 1.95, 3.60], [-3.43, 4.46, 2.79], [-4.28, 3.20, 1.89], [-4.37, 4.88, 1.35], [0.99, 2.85, -1.05], [-0.72, 3.12, -1.48], [0.16, 4.37, -0.63], [1.16, 1.30, 0.81], [2.99, -0.75, 3.85], [1.47, -1.68, 3.93], [0.19, -3.59, 2.43], [0.05, -1.87, 1.99], [-1.29, -2.82, 0.37], [-0.27, -4.26, 0.15], [1.75, 0.62, -2.62], [1.41, 1.25, -5.00], [0.25, 0.74, -7.12], [-1.28, -0.15, -7.11], [-1.24, 1.53, -6.61], [-2.23, -0.96, -5.02], [-2.42, -1.40, -1.50], [-1.74, -2.82, -2.27], [-3.07, -1.96, -3.06], [2.36, -2.17, -1.31], [1.77, -3.80, -1.74], [2.06, -4.62, 0.49], [3.44, -3.50, 0.34], [-2.52, 2.88, 4.15], [-2.02, 1.19, 4.28], [-3.38, 1.63, 3.25]],
  "homo_lumo_gap_ha": 0.3170,
  "total_charge": 0,
  "relative_energy_ev": 0.503,
  "smiles": "CC(=O)c1c(C)[nH]c(C(=O)OCC(=O)N2CCN(S(=O)(=O)c3ccc(C)cc3C)CC2)c1C",
  "total_energy_ev": -51913.3162,
  "e_homo_ha": -0.3012
}

***

[2]
{
  "formula": "C23H29NO2",
  "method": "ωB97M-V/def2-TZVPD",
  "symbols": ["C", "O", "C", "C", "C", "C", "C", "C", "C", "C", "C", "N", "C", "C", "C", "C", "O", "C", "C", "C", "C", "C", "C", "C", "C", "C", "H", "H", "H", "H", "H", "H", "H", "H", "H", "H", "H", "H", "H", "H", "H", "H", "H", "H", "H", "H", "H", "H", "H", "H", "H", "H", "H", "H", "H"],
  "xyz": [[-5.58, -2.22, 1.61], [-4.69, -1.23, 1.16], [-4.90, -0.64, -0.05], [-6.00, -0.93, -0.85], [-6.17, -0.33, -2.08], [-5.23, 0.58, -2.54], [-4.13, 0.87, -1.76], [-3.94, 0.29, -0.50], [-2.75, 0.68, 0.24], [-2.46, 0.46, 1.52], [-1.20, 0.96, 2.17], [-0.14, 1.20, 1.21], [0.43, -0.04, 0.71], [1.37, 0.24, -0.45], [2.51, 1.19, -0.07], [3.21, 1.65, -1.37], [4.30, 2.51, -1.17], [3.56, 0.53, 0.86], [4.20, -0.70, 0.27], [3.67, -1.96, 0.51], [4.26, -3.09, -0.04], [5.39, -2.97, -0.83], [5.93, -1.72, -1.06], [5.34, -0.59, -0.51], [1.89, 2.42, 0.63], [0.91, 2.04, 1.74], [-5.62, -3.06, 0.91], [-6.59, -1.82, 1.76], [-5.18, -2.56, 2.56], [-6.74, -1.64, -0.52], [-7.03, -0.57, -2.68], [-5.35, 1.05, -3.51], [-3.39, 1.57, -2.11], [-2.03, 1.24, -0.34], [-3.14, -0.06, 2.18], [-0.89, 0.24, 2.95], [-1.42, 1.90, 2.68], [-0.39, -0.67, 0.37], [0.96, -0.58, 1.52], [1.78, -0.70, -0.83], [0.79, 0.70, -1.25], [3.61, 0.78, -1.89], [2.46, 2.13, -2.02], [3.98, 3.32, -0.75], [3.09, 0.27, 1.80], [4.34, 1.27, 1.05], [2.79, -2.07, 1.13], [3.84, -4.06, 0.16], [5.85, -3.85, -1.25], [6.82, -1.61, -1.67], [5.77, 0.38, -0.69], [1.34, 3.00, -0.11], [2.68, 3.05, 1.06], [0.46, 2.96, 2.13], [1.45, 1.55, 2.57]],
  "homo_lumo_gap_ha": 0.3226,
  "total_charge": 0,
  "relative_energy_ev": 2.102,
  "smiles": "COc1ccccc1/C=C/CN1CCC(CO)(Cc2ccccc2)CC1",
  "total_energy_ev": -29906.1546,
  "e_homo_ha": -0.2945
}

***

[3]
{
  "formula": "C23H29NO3",
  "method": "ωB97M-V/def2-TZVPD",
  "symbols": ["C", "C", "C", "C", "O", "C", "C", "C", "C", "C", "O", "C", "C", "N", "C", "C", "O", "C", "C", "C", "C", "C", "C", "C", "C", "C", "C", "H", "H", "H", "H", "H", "H", "H", "H", "H", "H", "H", "H", "H", "H", "H", "H", "H", "H", "H", "H", "H", "H", "H", "H", "H", "H", "H", "H", "H"],
  "xyz": [[-5.61, -2.84, -0.75], [-5.91, -1.42, -0.27], [-5.23, -1.12, 1.06], [-5.44, 0.34, 1.48], [-4.91, 1.26, 0.55], [-3.57, 1.39, 0.40], [-3.16, 2.15, -0.70], [-1.82, 2.34, -0.95], [-0.85, 1.76, -0.12], [0.57, 1.94, -0.50], [0.94, 2.86, -1.19], [1.54, 0.86, 0.00], [2.92, 1.07, -0.64], [3.95, 0.38, 0.12], [4.24, -0.96, -0.38], [5.19, -1.65, 0.59], [6.40, -0.93, 0.73], [6.14, 0.38, 1.17], [5.20, 1.12, 0.21], [0.97, -0.50, -0.28], [0.94, -1.49, 0.70], [0.41, -2.74, 0.43], [-0.11, -3.01, -0.82], [-0.09, -2.04, -1.80], [0.45, -0.79, -1.54], [-1.27, 1.04, 0.99], [-2.61, 0.86, 1.25], [-6.11, -3.04, -1.69], [-5.96, -3.57, -0.01], [-4.54, -2.97, -0.89], [-6.99, -1.29, -0.16], [-5.57, -0.70, -1.02], [-5.63, -1.76, 1.84], [-4.16, -1.32, 0.96], [-5.02, 0.52, 2.48], [-6.51, 0.57, 1.51], [-3.91, 2.58, -1.34], [-1.49, 2.92, -1.80], [1.66, 1.00, 1.08], [2.90, 0.74, -1.69], [3.13, 2.14, -0.64], [3.31, -1.52, -0.44], [4.70, -0.92, -1.38], [5.47, -2.64, 0.22], [4.70, -1.75, 1.57], [7.10, 0.88, 1.23], [5.68, 0.35, 2.17], [4.99, 2.12, 0.61], [5.69, 1.22, -0.77], [1.35, -1.28, 1.68], [0.40, -3.49, 1.20], [-0.53, -3.98, -1.03], [-0.49, -2.25, -2.78], [0.46, -0.03, -2.30], [-0.55, 0.63, 1.68], [-2.89, 0.30, 2.13]],
  "homo_lumo_gap_ha": 0.3332,
  "total_charge": 0,
  "relative_energy_ev": 2.568,
  "smiles": "CCCCOc1ccc(C(=O)[C@H](CN2CCOCC2)c2ccccc2)cc1",
  "total_energy_ev": -31953.8409,
  "e_homo_ha": -0.3130
}

***

Please write out number 3 again, unchanged.
{
  "formula": "C23H29NO3",
  "method": "ωB97M-V/def2-TZVPD",
  "symbols": ["C", "C", "C", "C", "O", "C", "C", "C", "C", "C", "O", "C", "C", "N", "C", "C", "O", "C", "C", "C", "C", "C", "C", "C", "C", "C", "C", "H", "H", "H", "H", "H", "H", "H", "H", "H", "H", "H", "H", "H", "H", "H", "H", "H", "H", "H", "H", "H", "H", "H", "H", "H", "H", "H", "H", "H"],
  "xyz": [[-5.61, -2.84, -0.75], [-5.91, -1.42, -0.27], [-5.23, -1.12, 1.06], [-5.44, 0.34, 1.48], [-4.91, 1.26, 0.55], [-3.57, 1.39, 0.40], [-3.16, 2.15, -0.70], [-1.82, 2.34, -0.95], [-0.85, 1.76, -0.12], [0.57, 1.94, -0.50], [0.94, 2.86, -1.19], [1.54, 0.86, 0.00], [2.92, 1.07, -0.64], [3.95, 0.38, 0.12], [4.24, -0.96, -0.38], [5.19, -1.65, 0.59], [6.40, -0.93, 0.73], [6.14, 0.38, 1.17], [5.20, 1.12, 0.21], [0.97, -0.50, -0.28], [0.94, -1.49, 0.70], [0.41, -2.74, 0.43], [-0.11, -3.01, -0.82], [-0.09, -2.04, -1.80], [0.45, -0.79, -1.54], [-1.27, 1.04, 0.99], [-2.61, 0.86, 1.25], [-6.11, -3.04, -1.69], [-5.96, -3.57, -0.01], [-4.54, -2.97, -0.89], [-6.99, -1.29, -0.16], [-5.57, -0.70, -1.02], [-5.63, -1.76, 1.84], [-4.16, -1.32, 0.96], [-5.02, 0.52, 2.48], [-6.51, 0.57, 1.51], [-3.91, 2.58, -1.34], [-1.49, 2.92, -1.80], [1.66, 1.00, 1.08], [2.90, 0.74, -1.69], [3.13, 2.14, -0.64], [3.31, -1.52, -0.44], [4.70, -0.92, -1.38], [5.47, -2.64, 0.22], [4.70, -1.75, 1.57], [7.10, 0.88, 1.23], [5.68, 0.35, 2.17], [4.99, 2.12, 0.61], [5.69, 1.22, -0.77], [1.35, -1.28, 1.68], [0.40, -3.49, 1.20], [-0.53, -3.98, -1.03], [-0.49, -2.25, -2.78], [0.46, -0.03, -2.30], [-0.55, 0.63, 1.68], [-2.89, 0.30, 2.13]],
  "homo_lumo_gap_ha": 0.3332,
  "total_charge": 0,
  "relative_energy_ev": 2.568,
  "smiles": "CCCCOc1ccc(C(=O)[C@H](CN2CCOCC2)c2ccccc2)cc1",
  "total_energy_ev": -31953.8409,
  "e_homo_ha": -0.3130
}

***

Repeat the first record exactly.
{
  "formula": "C23H29N3O6S",
  "method": "ωB97M-V/def2-TZVPD",
  "symbols": ["C", "C", "O", "C", "C", "C", "N", "C", "C", "O", "O", "C", "C", "O", "N", "C", "C", "N", "S", "O", "O", "C", "C", "C", "C", "C", "C", "C", "C", "C", "C", "C", "C", "H", "H", "H", "H", "H", "H", "H", "H", "H", "H", "H", "H", "H", "H", "H", "H", "H", "H", "H", "H", "H", "H", "H", "H", "H", "H", "H", "H", "H"],
  "xyz": [[-3.73, 4.13, 1.80], [-2.52, 3.94, 0.92], [-2.39, 4.58, -0.11], [-1.52, 2.96, 1.34], [-0.37, 2.70, 0.56], [0.05, 3.29, -0.73], [0.36, 1.79, 1.19], [-0.28, 1.38, 2.34], [0.27, 0.31, 3.14], [-0.24, -0.24, 4.09], [1.49, -0.06, 2.65], [2.16, -1.15, 3.27], [2.74, -2.05, 2.18], [3.94, -2.11, 2.00], [1.86, -2.78, 1.46], [0.43, -2.84, 1.67], [-0.26, -3.18, 0.34], [0.41, -2.54, -0.77], [0.25, -0.86, -0.79], [1.49, -0.22, -0.43], [-0.91, -0.52, -0.02], [-0.04, -0.51, -2.52], [0.89, 0.28, -3.17], [0.69, 0.63, -4.49], [-0.44, 0.19, -5.17], [-0.69, 0.59, -6.59], [-1.35, -0.61, -4.49], [-1.18, -0.98, -3.17], [-2.17, -1.84, -2.46], [1.77, -3.02, -0.96], [2.35, -3.57, 0.35], [-1.45, 2.10, 2.47], [-2.40, 1.95, 3.60], [-3.43, 4.46, 2.79], [-4.28, 3.20, 1.89], [-4.37, 4.88, 1.35], [0.99, 2.85, -1.05], [-0.72, 3.12, -1.48], [0.16, 4.37, -0.63], [1.16, 1.30, 0.81], [2.99, -0.75, 3.85], [1.47, -1.68, 3.93], [0.19, -3.59, 2.43], [0.05, -1.87, 1.99], [-1.29, -2.82, 0.37], [-0.27, -4.26, 0.15], [1.75, 0.62, -2.62], [1.41, 1.25, -5.00], [0.25, 0.74, -7.12], [-1.28, -0.15, -7.11], [-1.24, 1.53, -6.61], [-2.23, -0.96, -5.02], [-2.42, -1.40, -1.50], [-1.74, -2.82, -2.27], [-3.07, -1.96, -3.06], [2.36, -2.17, -1.31], [1.77, -3.80, -1.74], [2.06, -4.62, 0.49], [3.44, -3.50, 0.34], [-2.52, 2.88, 4.15], [-2.02, 1.19, 4.28], [-3.38, 1.63, 3.25]],
  "homo_lumo_gap_ha": 0.3170,
  "total_charge": 0,
  "relative_energy_ev": 0.503,
  "smiles": "CC(=O)c1c(C)[nH]c(C(=O)OCC(=O)N2CCN(S(=O)(=O)c3ccc(C)cc3C)CC2)c1C",
  "total_energy_ev": -51913.3162,
  "e_homo_ha": -0.3012
}

***

- What is the formula in the first record?
  C23H29N3O6S